The following is a DFT calculation (the ωB97M-V functional and the def2-TZVPD basis) of a structure of composition C2H21O9 at a distorted geometry.

Each line ends with the Löwdin charge.
CARTESIAN COORDINATES (ANGSTROEM)
H 4.2054 -1.2284 -1.0747  0.0601
O 3.4893 -0.9509 -0.4987  -0.0874
H -0.6962 -1.6174 1.7240  0.0713
H -0.7563 -0.4067 -1.0841  -0.0687
H -0.0651 -0.1941 -0.0040  -0.0785
H -0.1131 1.0345 -0.8550  -0.1214
H -2.5877 1.8060 -0.6720  0.0500
C 2.2654 -1.8015 -0.4959  -0.1769
O -2.6393 -0.5611 0.1615  -0.0281
C 1.0175 -1.0941 0.0561  -0.1007
H -1.7387 -0.2417 0.1050  -0.2032
O 1.0721 1.1868 1.1863  -0.0300
H 1.1080 1.9263 -0.7806  0.0657
H 0.7129 -0.1857 -0.4637  0.0624
H 1.1156 -1.0485 1.1407  0.1142
O -0.4223 -0.5814 -1.9640  -0.0640
O -1.7334 2.1448 -0.4043  -0.0296
H 0.8481 2.1088 1.0601  0.0700
H -3.1145 -0.0574 -0.4993  0.0437
H -1.5413 0.3934 1.3172  -0.0475
H -0.4560 -0.1825 1.3054  -0.0581
H -1.1917 1.3643 -0.2871  -0.2732
O -0.5501 -0.7401 2.0777  -0.0558
H 2.0108 -2.0211 -1.5328  0.1043
H 2.4438 -2.7768 -0.0431  0.1066
H 0.2308 -1.8439 -0.0277  0.1332
O 0.5588 1.4448 -1.3994  -0.0398
H 0.3108 0.7079 0.8588  -0.0602
H -1.5462 1.9073 1.3044  0.0149
O -0.8144 0.4326 -0.0253  -0.3033
H 0.3901 -0.0779 -2.0166  0.0171
O -1.8131 1.1539 1.8311  -0.0871

Properties
* HOMO: -5.23 eV
* charge: -1
* total energy: -765.43601 Ha
* multiplicity: 1
* energy above the lowest of the compared OMol25 structures with the same formula, charge and spin: 371.28 kcal/mol
* Kohn-Sham gap: 0.304 Ha